1.
{"formula": "C3H6O2", "method": "ωB97M-V/def2-TZVPD", "elements": ["C", "C", "O", "C", "O", "H", "H", "H", "H", "H", "H"], "positions_angstrom": [[1.43862, -0.99088, -0.10768], [0.07225, -0.24194, -0.22565], [-0.67012, -0.72994, -1.06605], [-0.71718, 1.00200, 0.45463], [-2.10146, 0.79453, 0.44705], [1.71584, -1.41989, 0.86436], [2.34901, -0.51115, -0.48572], [1.26381, -1.83049, -0.77908], [-0.47084, 1.90096, -0.13143], [-0.49007, 1.26669, 1.49036], [-2.39096, 0.74734, -0.46996]], "forces_ev_per_angstrom": [[-0.106, 0.056, 0.173], [-1.650, -0.247, -0.692], [0.678, 0.197, 0.290], [1.086, 0.020, 0.295], [0.154, -0.040, -0.113], [-0.461, 0.469, 0.057], [-0.464, 0.562, 0.115], [0.051, -0.030, 0.065], [0.243, -0.260, -0.088], [0.435, -0.468, -0.082], [0.035, -0.258, -0.020]], "lowdin_charge": [-0.013, -0.301, 0.034, -0.193, -0.062, 0.074, 0.074, 0.071, 0.116, 0.113, 0.087], "e_homo_ev": -9.79, "smiles": "CC(=O)CO"}


2.
{"formula": "C3H6O2", "method": "ωB97M-V/def2-TZVPD", "elements": ["C", "C", "C", "H", "H", "H", "H", "H", "H", "O", "O"], "positions_angstrom": [[1.62620, 0.61720, -0.33767], [0.93491, -0.44593, 0.52414], [-1.31792, -0.17299, -0.21964], [2.47309, 1.07349, 0.28064], [1.93353, 0.15884, -1.26120], [0.94480, 1.43481, -0.59504], [1.59529, -1.31028, 0.54157], [0.59494, -0.14854, 1.52278], [-2.10032, -0.65965, -0.85025], [-0.22540, -0.98557, -0.19946], [-1.38715, 0.91827, 0.26952]], "forces_ev_per_angstrom": [[0.025, 0.935, 1.725], [-0.290, -0.243, -1.064], [0.684, -0.527, -0.737], [-0.869, -0.726, -1.143], [0.558, -0.124, -0.231], [0.091, -0.142, 0.210], [-0.058, -0.027, 0.517], [0.331, 0.140, -0.309], [0.289, 0.250, 0.526], [-0.617, 0.803, 0.392], [-0.145, -0.338, 0.114]], "lowdin_charge": [-0.075, -0.205, -0.348, 0.105, 0.068, 0.067, 0.113, 0.122, 0.150, -0.066, 0.069], "e_homo_ev": -10.74, "smiles": "CCOC=O"}


3.
{"formula": "C3H6O2", "method": "ωB97M-V/def2-TZVPD", "elements": ["C", "C", "C", "H", "H", "H", "H", "H", "H", "O", "O"], "positions_angstrom": [[-0.08755, -0.87502, 0.44455], [1.14327, -0.72948, -0.49262], [0.79696, 0.57916, 0.34542], [-1.80601, -1.18292, -0.34937], [-0.05093, -1.29072, 1.50933], [2.09049, -1.21783, 0.03392], [0.92277, -1.01882, -1.58021], [1.61838, 1.09904, 0.85732], [-1.08497, 1.00956, -0.23942], [-1.44691, -0.35980, -0.08090], [-0.15382, 1.45401, -0.17105]], "forces_ev_per_angstrom": [[1.116, 3.368, 1.864], [-0.195, -0.475, 1.316], [-2.614, -2.371, -3.008], [-1.234, -1.088, -0.692], [-0.633, 0.155, -2.021], [-2.144, 0.769, -1.455], [0.731, 0.974, 1.566], [-0.656, -0.838, 0.461], [2.436, 1.061, 0.144], [2.784, -2.832, 1.943], [0.409, 1.277, -0.118]], "lowdin_charge": [-0.155, -0.092, -0.253, 0.080, 0.141, 0.136, 0.119, 0.133, 0.071, -0.072, -0.108], "e_homo_ev": -8.57, "smiles": "O[C@@H]1C[C@@H]1O"}


Calculated values (eV) of orbital gap for the records, taken in order: 10.7 11.8 9.3.
Calculated values (kJ/mol) of relative energy (zero: lowest compared OMol25 entry of this formula, charge and spin) for the records, taken in order: 156.8 62.9 415.0.
Calculated values (eV) of LUMO level for the records, taken in order: 0.90 1.02 0.76.